--- A ---
The following is a quantum chemistry calculation of a structure of composition C5H11NOS, from the Open Molecules 2025 dataset.

The geometry in ORCA input format:
```
! wB97M-V def2-TZVPD RIJCOSX def2/J DEFGRID3
* xyz 0 1
C -1.1882 0.1438 -2.1194
C 0.6728 0.5716 -0.1123
C -0.4524 0.7701 0.9143
C -0.7031 -0.6429 0.9464
C 0.6831 -0.8421 0.3479
H -2.0595 0.1800 -1.3835
H -0.8533 -0.8078 -1.8128
H -1.4029 0.3130 -3.1848
H 1.5638 1.2406 0.0763
H -1.4728 1.3096 0.6808
H 0.2018 1.2706 1.7494
H -1.3604 -1.0859 0.1698
H -1.3282 -0.4701 3.0197
H -1.5313 -1.9395 2.3247
H 1.1149 -1.6130 -0.4979
H 1.0887 -1.7485 1.9682
N -0.8328 -1.1321 2.2008
O 1.6559 -0.7965 1.3151
S 0.2842 1.1028 -1.8061
*
```

## Properties
**HOMO level**: -8.19 eV
**Orbital gap**: 8.68 eV
**E_LUMO**: 0.49 eV

=====

--- B ---
The following is a quantum chemistry calculation of a cluster of 2 separate species, C5H11NOS in total, from the Open Molecules 2025 dataset.

The geometry in ORCA input format:
```
! wB97M-V def2-TZVPD RIJCOSX def2/J DEFGRID3
* xyz 0 1
O -2.5786 -0.4765 0.1586
C -2.0147 0.6656 0.2250
C -0.5724 0.7581 0.8902
C -0.0462 -0.5559 1.3425
C 1.3975 -0.4675 1.5261
S 2.5278 0.3893 0.5929
C 2.1328 -0.1984 -1.1116
N -0.7581 0.9353 -0.5434
H -2.6767 1.4980 0.4516
H -0.3147 1.5968 1.5379
H -0.4695 -0.8388 2.2911
H -0.2797 -1.3318 0.5957
H 1.7497 -0.9882 2.4121
H -1.9599 -0.8714 -2.9032
H 1.0633 -0.3897 -1.1012
H 2.2576 0.6589 -1.7797
H 2.7189 -1.0679 -1.4003
H -1.4912 -1.2634 -2.4558
H -0.6860 1.9474 -0.7285
*
```

## Properties
**HOMO level**: -7.08 eV
**Orbital gap**: 4.95 eV
**E_LUMO**: -2.13 eV

=====

--- C ---
The following is a quantum chemistry calculation of an isolated molecule of C5H11NOS, from the Open Molecules 2025 dataset.

The geometry in ORCA input format:
```
! wB97M-V def2-TZVPD RIJCOSX def2/J DEFGRID3
* xyz 0 1
C -1.0757 1.4348 -2.6607
S -1.7029 0.0505 -1.6341
C -0.1203 -0.8036 -1.1363
C 0.0995 -1.2139 0.2577
C 0.0977 -0.1222 1.3776
N 0.9275 1.0088 1.1516
C 0.5287 -0.7616 2.7618
O 0.6288 -1.9527 2.8457
H -0.0544 1.3363 -3.0682
H -1.0733 2.3805 -2.1170
H -1.8623 1.4658 -3.4219
H 0.0097 -1.6120 -1.7925
H 0.7767 -0.1911 -1.3738
H -0.5733 -2.0985 0.6235
H 1.1147 -1.7293 0.3493
H -0.9261 0.1676 1.3603
H 0.6846 1.7770 1.7585
H 1.8483 0.9705 1.1100
H 0.6721 -0.1068 3.6087
*
```

## Properties
**HOMO level**: -8.52 eV
**Orbital gap**: 9.37 eV
**SMILES**: CSCC[C@H](N)C=O
**E_LUMO**: 0.85 eV

=====

--- D ---
The following is a quantum chemistry calculation of an isolated molecule of C5H11NOS, from the Open Molecules 2025 dataset.

The geometry in ORCA input format:
```
! wB97M-V def2-TZVPD RIJCOSX def2/J DEFGRID3
* xyz 0 1
C -1.2652 2.0929 -0.5754
O -0.4275 1.3269 0.3034
N 0.1289 0.1544 -0.1955
C -0.5400 -0.9576 -0.0305
S -2.1136 -1.1634 0.2626
C 1.5903 0.1763 -0.2528
C 2.1923 -1.1631 -0.8207
C 2.1507 0.4424 1.1440
H -1.6106 2.9468 0.0480
H -2.0650 1.4877 -0.9831
H -0.7284 2.5883 -1.3630
H -0.0205 -1.8549 -0.2866
H 1.8453 1.0707 -0.9581
H 2.0891 -1.9694 -0.1016
H 1.8250 -1.4689 -1.7758
H 3.2667 -1.0071 -0.9833
H 1.8173 1.4370 1.4492
H 3.2669 0.4618 1.0489
H 1.8808 -0.3183 1.8571
*
```

## Properties
**HOMO level**: -8.09 eV
**Orbital gap**: 8.91 eV
**SMILES**: CON(C=S)C(C)C
**E_LUMO**: 0.82 eV

=====

Which structure is most stable, and how do the rest compare? From most to least stable: C, D, A, B.

=====

--- A ---
The following is a quantum chemistry calculation of a structure of composition C5H11NOS, from the Open Molecules 2025 dataset.

The geometry in ORCA input format:
```
! wB97M-V def2-TZVPD RIJCOSX def2/J DEFGRID3
* xyz 0 1
O 1.2097 0.5080 1.3949
C 0.3516 -0.3397 0.8706
N 0.6448 -1.1709 -0.0567
C 1.8604 -1.1600 -0.8803
C 2.0929 0.2005 -1.5539
C 3.0306 1.0948 -0.7836
S -3.9348 0.5940 0.5855
C -0.9991 -0.2993 1.3808
H 0.3085 -1.1118 -5.9944
H 2.7870 -1.5202 -0.2403
H 1.6973 -1.9729 -1.6362
H 1.4623 0.4592 -2.4085
H 1.8171 1.1469 -0.7678
H 3.2929 0.7341 0.1737
H 3.7599 1.7249 -1.2999
H 0.1576 -1.2490 -6.6751
H -1.9095 0.0760 0.7818
H -1.4667 -1.2171 1.7045
H -1.1598 0.5812 2.0307
*
```

## Properties
**HOMO level**: -8.31 eV
**Orbital gap**: 5.50 eV
**E_LUMO**: -2.81 eV

=====

--- B ---
The following is a quantum chemistry calculation of an isolated molecule of C5H11NOS, from the Open Molecules 2025 dataset.

The geometry in ORCA input format:
```
! wB97M-V def2-TZVPD RIJCOSX def2/J DEFGRID3
* xyz 0 1
C 2.0802 2.1322 -0.3495
C 2.4340 1.1035 -1.3642
N 1.4107 0.0155 -1.1626
C 0.1048 0.2817 -1.0617
O -0.4030 1.2806 -1.5099
C -0.8334 -0.8303 -0.4529
C -0.6205 -0.7872 1.2212
S -2.1544 -1.6240 1.9695
H 2.4256 3.1854 -0.4669
H 1.0318 2.2408 -0.0183
H 2.5325 1.9866 0.6150
H 2.3057 1.5453 -2.3013
H 3.5025 0.6540 -1.4135
H 1.8281 -0.6082 -0.4713
H -1.9332 -0.7402 -0.6362
H -0.7753 -1.8692 -0.8791
H -0.5524 0.2634 1.4852
H 0.3561 -1.2078 1.6142
H -1.8926 -1.2187 3.2198
*
```

## Properties
**HOMO level**: -9.32 eV
**Orbital gap**: 10.03 eV
**SMILES**: CCNC(=O)CCS
**E_LUMO**: 0.71 eV

=====

--- C ---
The following is a quantum chemistry calculation of a structure of composition C5H11NOS, from the Open Molecules 2025 dataset.

The geometry in ORCA input format:
```
! wB97M-V def2-TZVPD RIJCOSX def2/J DEFGRID3
* xyz 0 1
C -2.1038 -1.5185 0.1161
C -0.2202 -0.0884 0.5510
C 0.8576 -0.5763 -0.5314
C 0.6914 0.9214 0.0600
C 0.5429 1.9220 -0.7882
H -2.7794 -1.3960 1.3589
H -2.9006 -1.4972 -0.9761
H -1.2789 -2.5644 -0.0800
H -2.0974 0.6304 0.5030
H 0.2687 -0.2132 1.6370
H 0.2702 -0.9189 -1.5124
H 2.2064 -1.2946 1.2875
H 0.0880 2.8002 -0.2074
H -0.0022 1.7268 -1.9088
H 1.4703 2.1105 -1.1796
H 2.6448 0.8928 0.7153
N -1.5628 -0.0697 0.0680
O 1.7464 0.8783 1.1131
S 2.1586 -1.7452 -0.2260
*
```

## Properties
**HOMO level**: -7.94 eV
**Orbital gap**: 8.65 eV
**E_LUMO**: 0.71 eV

=====

Which structure is most stable, and how do the rest compare? From most to least stable: B, C, A.

=====

--- A ---
The following is a quantum chemistry calculation of a cluster of 2 separate species, C4H7FN2O in total, from the Open Molecules 2025 dataset.

The geometry in ORCA input format:
```
! wB97M-V def2-TZVPD RIJCOSX def2/J DEFGRID3
* xyz 0 1
C -2.5058 0.9461 -0.1076
C -1.7492 -0.3382 -0.2219
C -0.3732 -0.2080 -0.3005
C 1.7155 -1.3970 -0.0757
H -3.1812 0.7670 0.8858
H -3.0770 1.4656 -1.1007
H -1.4777 1.8545 0.5013
H 0.1116 0.8328 -0.4516
H 2.1257 -2.4551 0.2140
H 3.7662 -0.1947 -0.4961
H 2.0623 0.6001 1.2875
N 0.4133 -1.2350 0.1375
N 2.5528 -0.1773 -0.4115
O 1.9861 0.9769 0.1396
F -2.3693 -1.4375 -0.0001
*
```

## Properties
**HOMO level**: -7.86 eV
**Orbital gap**: 8.15 eV
**E_LUMO**: 0.30 eV

=====

--- B ---
The following is a quantum chemistry calculation of a cluster of 3 separate species, C4H7FN2O in total, from the Open Molecules 2025 dataset.

The geometry in ORCA input format:
```
! wB97M-V def2-TZVPD RIJCOSX def2/J DEFGRID3
* xyz 0 1
C -0.1237 -2.0111 -2.8166
C -0.1875 2.0607 -0.4672
C 0.9077 -1.8048 1.2034
C 0.8797 -0.1314 -0.4354
N -0.4333 -3.0151 -2.3591
N 0.2355 0.7980 -0.0307
O 1.3346 -1.2478 -0.0594
F -0.5453 0.8610 1.7477
H -1.0306 2.3762 0.1851
H 0.7475 2.6427 -0.3237
H -0.2944 1.8420 -1.4976
H 0.0625 -2.4084 0.9204
H 0.3062 -1.0245 1.8737
H 1.6672 -2.3633 1.8693
H 0.0689 -1.0990 -3.2665
*
```

## Properties
**HOMO level (spin up / spin down)**: -9.59 / -9.60 eV
**Orbital gap (spin up / spin down)**: 8.86 / 8.87 eV
**E_LUMO (spin up / spin down)**: -0.72 / -0.72 eV

=====

Which structure is most stable, and how do the rest compare? From most to least stable: B, A.

=====

--- A ---
The following is a quantum chemistry calculation of a cluster of 2 separate species, C2HClF3N in total, from the Open Molecules 2025 dataset.

The geometry in ORCA input format:
```
! wB97M-V def2-TZVPD RIJCOSX def2/J DEFGRID3
* xyz 0 1
C 0.5488 0.2783 0.0450
C -0.6287 0.6479 -0.8194
N 0.3670 -2.1446 1.8241
F -1.2206 -0.2758 -1.5684
F -0.4740 1.6166 -1.7089
F -1.5154 1.1261 0.0820
Cl 1.8774 1.0967 -0.4561
H 1.0454 -2.3451 2.6017
*
```

## Properties
**HOMO level (spin up / spin down)**: -9.93 / -9.86 eV
**Orbital gap (spin up / spin down)**: 8.23 / 8.15 eV
**E_LUMO (spin up / spin down)**: -1.70 / -1.71 eV

=====

--- B ---
The following is a quantum chemistry calculation of a structure of composition C2HClF3N, from the Open Molecules 2025 dataset.

The geometry in ORCA input format:
```
! wB97M-V def2-TZVPD RIJCOSX def2/J DEFGRID3
* xyz 0 1
C 0.4381 -0.2482 0.1868
C -0.6844 0.7114 0.3477
N 0.7046 -0.9700 -1.6264
F -0.4418 1.7734 1.1695
F -1.8074 0.0999 0.7651
F -1.0244 1.2556 -0.8334
Cl 1.3083 -0.9715 1.3759
H 1.5072 -1.6506 -1.3852
*
```

## Properties
**HOMO level (spin up / spin down)**: -11.53 / -9.73 eV
**Orbital gap (spin up / spin down)**: 10.45 / 8.63 eV
**E_LUMO (spin up / spin down)**: -1.09 / -1.11 eV

=====

Which structure is most stable, and how do the rest compare? From most to least stable: B, A.

=====

--- A ---
The following is a quantum chemistry calculation of a structure of composition C31H30BrClI2NO3SiZr, from the Open Molecules 2025 dataset.

The geometry in ORCA input format:
```
! wB97M-V def2-TZVPD RIJCOSX def2/J DEFGRID3
* xyz 1 1
Zr -0.6310 -0.5273 -0.3911
O -0.1651 -0.1748 1.8107
C 1.2616 -0.5816 1.9565
C 1.9646 0.1243 0.7644
O 2.9566 0.7790 0.8524
O 1.2926 -0.0896 -0.3724
C 1.2709 -2.0807 1.7379
C 0.3901 -2.8742 2.4727
C 0.3981 -4.2508 2.3212
C 1.2991 -4.8479 1.4494
C 2.1984 -4.0670 0.7385
C 2.1865 -2.6870 0.8807
C 1.7735 -0.1106 3.2937
C 2.3327 -0.9736 4.2249
C 2.7740 -0.4822 5.4465
C 2.6506 0.8649 5.7445
C 2.1002 1.7344 4.8118
C 1.6756 1.2501 3.5879
H -0.3023 0.6552 2.2899
H -0.2980 -2.4081 3.1673
H -0.2938 -4.8586 2.8889
H 1.3057 -5.9233 1.3319
H 2.9127 -4.5300 0.0713
H 2.9008 -2.0914 0.3252
H 2.4362 -2.0270 4.0031
H 3.2138 -1.1591 6.1663
H 2.9919 1.2422 6.6990
H 2.0198 2.7904 5.0320
H 1.2987 1.9483 2.8448
C 0.6822 4.9864 1.5182
Si 0.6043 4.4083 -0.2605
C -0.3629 5.5937 -1.3375
C 2.2944 4.0150 -0.9503
C -0.3746 2.8177 -0.2686
C -0.9728 1.7494 -0.2656
H 1.1771 5.9573 1.5844
H 1.2451 4.2857 2.1385
H -0.3177 5.0917 1.9424
H 0.0532 6.6015 -1.2827
H -1.4061 5.6443 -1.0218
H -0.3419 5.2775 -2.3817
H 2.9234 4.9077 -0.9327
H 2.2308 3.6716 -1.9843
H 2.7937 3.2385 -0.3671
Br 2.4222 -0.4415 -5.4461
C 0.7846 0.0353 -4.6554
C -0.2228 0.6343 -5.3959
C -1.3991 0.9613 -4.7463
C -1.5302 0.6824 -3.3982
N -0.5595 0.0975 -2.6880
C 0.5830 -0.2205 -3.3128
H -0.0851 0.8373 -6.4490
H -2.2160 1.4319 -5.2740
H -2.4380 0.9337 -2.8710
H 1.3627 -0.6792 -2.7206
I -3.3681 1.1449 -0.2574
I -6.0468 0.4973 -0.3641
Cl -2.3906 -2.1666 0.9394
C -3.1049 -2.5574 -0.6380
C -4.4692 -2.7294 -0.7353
C -5.0030 -2.9354 -1.9974
C -4.1686 -2.9397 -3.1080
C -2.7993 -2.7860 -2.9681
C -2.2131 -2.6205 -1.7082
C -0.7508 -2.5018 -1.4792
H -5.0979 -2.6780 0.1416
H -6.0702 -3.0638 -2.1108
H -4.5904 -3.0841 -4.0937
H -2.1548 -2.8338 -3.8376
H -0.1871 -2.6840 -2.3914
H -0.4296 -3.2245 -0.7146
*
```

## Properties
**HOMO level**: -11.02 eV
**Orbital gap**: 7.15 eV
**E_LUMO**: -3.87 eV

=====

--- B ---
The following is a quantum chemistry calculation of a structure of composition C31H30BrClI2NO3SiZr, from the Open Molecules 2025 dataset.

The geometry in ORCA input format:
```
! wB97M-V def2-TZVPD RIJCOSX def2/J DEFGRID3
* xyz 1 1
Zr 0.0943 -0.5956 -0.7341
O 2.0603 3.0311 0.0333
C 2.3765 2.0989 1.0655
C 1.8296 0.7731 0.5256
O 2.0408 0.4171 -0.6764
O 1.0202 0.0470 1.1906
C 3.8789 2.0086 1.2858
C 4.5936 0.8259 1.1694
C 5.9638 0.8151 1.4043
C 6.6220 1.9846 1.7450
C 5.9084 3.1715 1.8640
C 4.5415 3.1822 1.6463
C 1.6458 2.4732 2.3530
C 1.9189 1.7761 3.5256
C 1.2429 2.0839 4.6941
C 0.2913 3.0963 4.7027
C 0.0237 3.7972 3.5383
C 0.6976 3.4863 2.3624
H 2.8842 3.4093 -0.2936
H 4.1057 -0.0999 0.8847
H 6.5155 -0.1117 1.3126
H 7.6896 1.9738 1.9226
H 6.4164 4.0858 2.1421
H 3.9760 4.0977 1.7824
H 2.6699 0.9939 3.5286
H 1.4638 1.5387 5.6026
H -0.2307 3.3417 5.6187
H -0.7058 4.5973 3.5429
H 0.5008 4.0419 1.4559
C -1.4847 -4.7593 -0.4415
Si -1.3816 -4.2665 -2.2387
C -0.4209 -5.4789 -3.2895
C -3.0812 -3.9668 -2.9488
C -0.4587 -2.6160 -2.3787
C 0.1658 -1.5828 -2.6482
H -1.8790 -5.7773 -0.3763
H -2.1688 -4.1090 0.1053
H -0.5198 -4.7516 0.0703
H -0.9825 -6.4132 -3.3720
H 0.5579 -5.7076 -2.8711
H -0.2766 -5.0858 -4.2977
H -3.6826 -4.8758 -2.8617
H -3.0325 -3.6959 -4.0053
H -3.5983 -3.1712 -2.4074
Br 0.3964 3.6964 -4.7780
C -0.3493 3.1232 -3.1556
C -1.1649 3.9594 -2.4069
C -1.6897 3.4935 -1.2126
C -1.3887 2.2105 -0.8066
N -0.6017 1.4063 -1.5400
C -0.0788 1.8511 -2.6950
H -1.3829 4.9597 -2.7566
H -2.3285 4.1144 -0.6013
H -1.7797 1.8012 0.1156
H 0.5554 1.1654 -3.2378
I 1.9096 -2.7602 0.7502
I 2.4825 -5.0762 -0.3758
Cl -3.5839 -2.7207 2.2687
C -3.9734 -2.0253 0.7225
C -5.2436 -2.2458 0.2147
C -5.6054 -1.6898 -1.0027
C -4.6857 -0.9295 -1.7054
C -3.4134 -0.7361 -1.1874
C -3.0149 -1.2661 0.0420
C -1.6438 -1.0093 0.6066
H -5.9438 -2.8422 0.7839
H -6.5993 -1.8573 -1.3961
H -4.9477 -0.4978 -2.6632
H -2.7098 -0.1592 -1.7750
H -1.3141 -1.8593 1.2197
H -1.6930 -0.1899 1.3385
*
```

## Properties
**HOMO level**: -11.29 eV
**Orbital gap**: 6.93 eV
**E_LUMO**: -4.36 eV

=====

Which structure is most stable, and how do the rest compare? From most to least stable: A, B.

=====

--- A ---
The following is a quantum chemistry calculation of an isolated molecule of C4N2, from the Open Molecules 2025 dataset.

The geometry in ORCA input format:
```
! wB97M-V def2-TZVPD RIJCOSX def2/J DEFGRID3
* xyz 0 1
N -3.1374 0.0174 -0.0224
C -1.9831 -0.0047 0.0228
C -0.6057 0.0024 0.0177
C 0.6001 -0.0244 -0.0045
C 1.9830 -0.0217 -0.0155
N 3.1430 0.0310 0.0020
*
```

## Properties
**HOMO level**: -11.58 eV
**Orbital gap**: 10.50 eV
**SMILES**: N#CC#CC#N
**E_LUMO**: -1.08 eV

=====

--- B ---
The following is a quantum chemistry calculation of a structure of composition C4N2, from the Open Molecules 2025 dataset.

The geometry in ORCA input format:
```
! wB97M-V def2-TZVPD RIJCOSX def2/J DEFGRID3
* xyz 0 1
C 1.0369 0.2765 -0.3390
C 0.3535 1.3969 -0.2424
C -0.8682 1.1902 0.1566
N -1.2470 -0.5904 0.4398
C 1.0245 -1.0282 -0.2216
N -0.2474 -1.1796 0.1856
*
```

## Properties
**HOMO level (spin up / spin down)**: -10.22 / -10.22 eV
**Orbital gap (spin up / spin down)**: 7.99 / 8.00 eV
**E_LUMO (spin up / spin down)**: -2.22 / -2.22 eV

=====

Which structure is most stable, and how do the rest compare? From most to least stable: A, B.